C3H3Br2ClO | wB97M-V/def2-TZVPD

Last column: Mulliken charge in e.
Geometry (Å):
Br: -2.325 1.370 -0.784  0.0245
Br: -1.614 -1.520 -0.205  0.1008
Cl: -1.503 0.673 1.997  -0.0917
O: 0.837 -1.786 -0.426  -0.5076
C: 0.962 0.540 -0.523  -0.6563
C: 1.275 -0.762 0.067  0.0818
C: -1.340 0.272 0.270  -0.0566
H: 1.089 1.389 0.246  0.3172
H: 1.807 -0.762 0.968  0.4113
H: 0.812 0.585 -1.609  0.3765

Values from the calculation:
energy relative to the best compared isomer or geometry (same formula, charge and spin): 95.9 kcal/mol
total charge: 0
orbital gap (spin up / spin down): 7.8 / 7.7 eV
2S+1: 1
HOMO energy (spin up / spin down): -0.334 / -0.332 Ha

CH9NO5 | wB97M-V/def2-TZVPD

Last column: Mulliken charge in e.
Geometry (Å):
O: 0.516 2.869 0.871  -0.6308
O: 3.236 1.088 1.372  -0.6260
O: -0.958 -1.350 -1.836  -0.6680
O: -1.997 -2.987 -0.694  -0.4685
O: 1.160 0.087 -0.423  -0.6920
N: -2.253 -0.881 -0.032  -0.3607
C: -1.686 -1.718 -0.937  0.6540
H: -2.429 0.053 -0.358  0.2542
H: 0.859 0.917 -0.821  0.3052
H: 0.625 -0.551 -0.917  0.2957
H: -2.950 -1.271 0.574  0.2291
H: 4.061 0.935 0.902  0.3044
H: 1.141 2.908 1.603  0.3257
H: -0.336 2.653 1.256  0.3059
H: -1.540 -3.581 -1.297  0.3517
H: 2.552 0.829 0.738  0.4202

Values from the calculation:
energy relative to the best compared isomer or geometry (same formula, charge and spin): 4.0 kcal/mol
total charge: 0
orbital gap: 11.1 eV
2S+1: 1
HOMO energy: -0.394 Ha

C4H12OSi | wB97M-V/def2-TZVPD

Last column: Mulliken charge in e.
Geometry (Å):
Si: -1.106 1.477 0.150  0.3773
O: -0.944 -0.063 0.000  -0.3350
C: -0.678 2.392 -1.499  -0.9365
C: 0.515 -1.057 0.939  0.2232
C: 1.742 -0.919 0.136  -1.0358
C: -0.130 -2.485 0.761  -1.1070
H: -2.498 1.602 0.507  -0.2105
H: 0.263 -2.951 -0.162  0.3272
H: -0.416 3.493 -1.108  0.1972
H: 2.248 0.093 0.123  0.2716
H: 0.039 -2.991 1.657  0.3674
H: -1.144 -2.205 0.706  0.3607
H: 0.127 1.948 -2.054  0.3062
H: 1.245 -1.177 -0.813  0.3154
H: 0.122 -0.448 1.694  0.4854
H: -1.459 2.501 -2.362  0.2499
H: 2.474 -1.669 0.362  0.3569
H: -0.399 2.460 0.963  -0.2136

Values from the calculation:
energy relative to the best compared isomer or geometry (same formula, charge and spin): 101.9 kcal/mol
total charge: 0
orbital gap: 9.6 eV
2S+1: 1
HOMO energy: -0.342 Ha

C25H19F6N2S | wB97M-V/def2-TZVPD

Last column: Mulliken charge in e.
Geometry (Å):
S: -2.399 -5.463 2.776  -0.2352
F: 5.716 1.392 2.181  -0.2314
F: -5.161 2.270 4.071  -0.2526
F: -5.536 1.331 2.117  -0.2343
F: -6.089 0.280 3.972  -0.2435
F: 6.128 0.289 4.039  -0.2555
F: 5.158 2.260 4.127  -0.2418
N: -0.428 -3.937 1.663  -0.1618
N: -0.995 -6.043 0.692  0.2019
C: -2.407 -1.484 2.972  -0.2770
C: 3.721 -0.930 3.534  -0.7707
C: -2.700 -6.969 1.963  0.5518
C: -2.651 1.180 3.774  -0.8381
C: 0.672 -3.814 0.689  -0.6432
C: -1.397 0.587 3.747  -0.5342
C: 5.210 1.086 3.422  0.8274
C: 1.514 0.636 2.814  -0.6785
C: 3.857 0.438 3.314  0.3418
C: 0.035 -1.394 3.094  -0.3558
C: -1.881 -8.300 0.085  -0.7588
C: 0.020 -5.995 -0.362  -0.5962
C: 1.309 -0.750 3.105  0.8908
C: -1.219 -0.745 3.254  0.3601
C: -5.131 1.079 3.407  0.8636
C: -3.645 -7.949 2.265  -0.4515
C: -3.774 0.432 3.430  0.3873
C: -2.835 -9.282 0.391  -0.6133
C: 2.761 1.223 2.956  -0.8401
C: -3.662 -0.912 3.069  -0.9180
C: -3.711 -9.105 1.472  -0.5980
C: -1.112 -5.032 1.620  0.2814
C: 0.441 -4.563 -0.607  -1.0318
C: -1.836 -7.151 0.878  0.4785
C: 2.471 -1.516 3.419  -0.6336
H: 0.019 -2.479 3.060  0.6374
H: 0.677 1.252 2.478  0.7870
H: 1.610 -4.184 1.144  0.2526
H: 0.803 -2.740 0.512  0.3387
H: 4.586 -1.528 3.802  0.4721
H: 2.356 -2.585 3.612  0.4365
H: 2.890 2.291 2.798  0.4308
H: -0.414 -6.432 -1.264  0.4679
H: -4.450 -9.875 1.700  0.3737
H: -2.896 -10.186 -0.214  0.3819
H: 0.887 -6.601 -0.064  0.2967
H: -4.309 -7.788 3.112  0.3904
H: -0.543 1.152 4.124  0.7989
H: -2.761 2.219 4.068  0.4773
H: -1.189 -8.422 -0.752  0.3194
H: -0.331 -4.048 -1.187  0.3725
H: -2.292 -2.524 2.657  0.0956
H: -4.555 -1.498 2.861  0.4693
H: 1.362 -4.561 -1.194  0.4114

Values from the calculation:
total charge: +1
orbital gap: 4.3 eV
2S+1: 1
HOMO energy: -0.382 Ha